1.
{
  "formula": "CH7N5O",
  "method": "wB97M-V/def2-TZVPD",
  "total_charge": 0,
  "gap_ev": [9.0, 7.9],
  "e_above_lowest_kcal_mol": 101.25,
  "homo_ha": [-0.29779, -0.27553],
  "lumo_ev": [0.88, 0.41],
  "symbols": ["C", "N", "N", "N", "N", "N", "O", "H", "H", "H", "H", "H", "H", "H"],
  "positions_angstrom": [[0.89, -0.19, -0.72], [-1.73, -0.62, 1.11], [1.17, 0.66, 0.46], [1.03, -1.57, -0.45], [-2.13, 0.47, 0.94], [-0.43, 0.11, -1.17], [-1.00, 1.19, -0.68], [1.69, 0.23, -1.59], [2.03, 0.31, 0.80], [0.51, 0.61, 1.23], [0.85, -2.28, -1.13], [0.33, -1.63, 0.29], [-0.37, 1.64, -0.20], [-2.85, 1.08, 1.12]]
}



2.
{
  "formula": "C5H6N2",
  "method": "wB97M-V/def2-TZVPD",
  "total_charge": 0,
  "gap_ev": 9.4,
  "e_above_lowest_kcal_mol": 59.12,
  "homo_ha": -0.32304,
  "lumo_ev": 0.56,
  "symbols": ["C", "C", "C", "N", "C", "C", "N", "H", "H", "H", "H", "H", "H"],
  "positions_angstrom": [[-1.42, -0.35, -0.28], [-1.37, 1.02, 0.27], [0.06, 0.59, 0.28], [1.07, 1.04, -0.45], [1.96, 0.02, -0.39], [1.43, -1.06, 0.30], [0.20, -0.71, 0.77], [-1.29, -0.48, -1.35], [-1.98, -1.14, 0.22], [-1.53, 1.84, -0.43], [-1.85, 1.17, 1.23], [2.95, 0.12, -0.82], [1.87, -2.03, 0.52]]
}



3.
{
  "formula": "C3H5N4",
  "method": "wB97M-V/def2-TZVPD",
  "total_charge": 1,
  "gap_ev": 8.0,
  "e_above_lowest_kcal_mol": 84.08,
  "homo_ha": -0.52228,
  "smiles": "C=C(/N=N/C)[N+]#N",
  "lumo_ev": -6.21,
  "symbols": ["C", "C", "N", "N", "C", "N", "N", "H", "H", "H", "H", "H"],
  "positions_angstrom": [[1.44, 0.94, 2.14], [1.31, 0.97, 0.80], [0.31, 0.27, 0.18], [0.10, 0.19, -1.03], [-0.92, -0.57, -1.59], [2.19, 1.73, 0.06], [2.53, 2.15, -0.93], [0.76, 0.36, 2.74], [2.23, 1.49, 2.63], [-0.45, -1.32, -2.23], [-1.47, 0.08, -2.28], [-1.59, -1.04, -0.86]]
}